This record from the OMol25 dataset describes 2 unconnected molecules or ions with the total composition C4H9S in a non-equilibrium geometry. The level of theory is ωB97M-V/def2-TZVPD.

Computed properties:
Kohn-Sham gap (alpha / beta)	10.261 / 7.048	eV
net charge	0
2S+1	2
expectation value of S²	0.7527

Last column: natural (NBO) charge in e.
Cartesian coordinates (Å):
C1 -2.1287 0.0519 -0.6635  -0.8006
S1 -2.2611 0.3270 1.1187  0.1100
H1 -1.0749 0.1208 -0.9448  0.2276
H2 -2.5800 0.8953 -1.2005  0.2456
H3 -2.6225 -0.8494 -0.9985  0.2206
C2 2.5370 -0.6646 -1.5812  -0.6592
C3 2.6746 0.0976 -0.2781  -0.1748
C4 1.6773 0.1359 0.6103  -0.4045
H4 2.3596 -0.1524 -2.5341  0.2161
H5 1.6763 -1.3247 -1.4509  0.2120
H6 3.4281 -1.2661 -1.7674  0.2228
H7 3.5713 0.5923 0.0767  0.1992
H8 2.0353 0.2090 1.6335  0.2023
H9 0.6457 0.0092 0.3482  0.1827

This record from the OMol25 dataset describes a molecular structure, C14H18AsNPbS3Sb in a non-equilibrium geometry. The level of theory is ωB97M-V/def2-TZVPD.

Computed properties:
Kohn-Sham gap (alpha / beta)	6.834 / 6.399	eV
net charge	0
2S+1	2
expectation value of S²	0.7627

Last column: natural (NBO) charge in e.
Cartesian coordinates (Å):
Pb1 -2.2482 0.2829 -0.5228  0.9374
S1 1.0398 3.1686 0.9482  -0.5779
Sb1 -1.2703 3.2690 0.9788  0.9560
S2 -1.6503 1.1310 1.8506  -0.8487
S3 -1.8305 2.6097 -1.3028  -0.8522
C1 3.4324 1.7210 -0.0784  -0.9425
As1 1.6017 0.9415 0.0749  1.0399
C2 1.8024 0.0870 1.8694  -0.9399
C3 2.0941 -0.6094 -1.2053  -0.6999
C4 3.0823 -1.6366 -0.6927  -0.0392
C5 2.5980 -2.8584 -0.1530  -0.2113
C6 3.5133 -3.7271 0.3948  -0.2038
C7 4.8800 -3.5077 0.1544  -0.2014
C8 5.3633 -2.3506 -0.3728  -0.2274
C9 4.5013 -1.4388 -0.7965  -0.2121
H1 3.6521 2.4927 0.6223  0.2379
H2 3.5568 2.0486 -1.1224  0.2227
H3 4.0902 0.7932 -0.0113  0.2210
H4 2.5570 -0.7076 1.7273  0.2214
H5 0.8242 -0.3413 2.0008  0.2364
H6 2.1261 0.7963 2.6491  0.2465
H7 2.3836 -0.0016 -2.1011  0.2348
H8 1.2025 -1.0998 -1.5976  0.2286
H9 1.5404 -2.9851 0.0436  0.2134
H10 3.2687 -4.6165 0.9025  0.2132
H11 5.6192 -4.1245 0.6935  0.2040
H12 6.4330 -2.3272 -0.2972  0.2206
H13 4.9347 -0.5186 -1.2592  0.2166
C10 -7.4610 1.5707 -0.2253  -0.1439
C11 -7.0679 0.1852 -0.3220  -0.2410
C12 -5.6881 -0.1324 -0.3662  0.0340
N1 -4.7377 0.8154 -0.3934  -0.4822
C13 -5.1539 2.0715 -0.3649  0.0759
C14 -6.4776 2.4693 -0.3001  -0.2522
H14 -8.4623 1.8943 -0.0431  0.2276
H15 -7.7489 -0.6253 -0.3044  0.2265
H16 -5.1859 -1.1178 -0.3683  0.2114
H17 -4.4234 2.8285 -0.3208  0.2198
H18 -6.6912 3.5497 -0.3889  0.2299

This record from the OMol25 dataset describes 10 unconnected molecules or ions with the total composition C48H113N3O10 in a non-equilibrium geometry. The level of theory is ωB97M-V/def2-TZVPD.

Computed properties:
Kohn-Sham gap	8.074	eV
SMILES string	CC1(C)CCCC(C)(C)N1O.CC1(C)CCCC(C)(C)N1O.CC1(C)CCCC(C)(C)N1O.CC(C)O.CC(C)O.CC(C)O.CC(C)O.CC(C)O.CC(C)O.CC(C)O
net charge	0
2S+1	1

Last column: Mulliken charge in e.
Cartesian coordinates (Å):
C1 -16.4699 4.2525 9.0325  -1.0081
C2 -17.3216 3.0336 8.5148  0.2326
C3 -18.8012 3.3614 8.8552  -1.2253
O1 -17.2235 2.8258 7.0650  -0.4633
H1 -15.4505 4.0972 8.6792  0.1929
H2 -16.4846 4.3260 10.1199  0.6115
H3 -16.7753 5.2855 8.8658  -0.0593
H4 -17.1365 2.1467 9.1208  0.4208
H5 -19.1812 4.0600 8.1098  0.1221
H6 -18.9320 3.7704 9.8570  0.3808
H7 -19.4966 2.5243 8.7945  0.3742
H8 -17.1818 3.7053 6.6825  -0.0221
C4 -12.6879 7.5391 3.6111  -0.6429
C5 -12.3662 7.3481 2.0674  0.5885
C6 -13.7260 7.3766 1.3642  -1.0459
O2 -11.5806 8.3253 1.5390  -0.5937
H9 -12.3510 8.4062 4.1792  0.4634
H10 -12.1620 6.6998 4.0663  0.1777
H11 -13.7400 7.5405 3.8959  -0.2878
H12 -12.0495 6.3074 1.9991  0.2033
H13 -13.5667 7.4174 0.2867  0.4480
H14 -14.2410 8.3235 1.5259  0.2733
H15 -14.3844 6.5338 1.5745  0.0220
H16 -11.3993 9.0255 2.1702  0.4018
C7 -15.5576 12.6519 5.2443  -1.4719
C8 -15.6120 11.4917 4.2871  0.3832
C9 -14.5277 10.3868 4.2960  -0.8028
O3 -16.8006 10.7138 4.5436  -0.3467
H17 -15.1265 12.2400 6.1568  0.3264
H18 -16.3497 13.3707 5.4534  0.3643
H19 -14.7770 13.2905 4.8306  0.4091
H20 -15.7418 11.8982 3.2841  0.3931
H21 -14.8543 9.4657 3.8134  -0.0890
H22 -14.3071 10.0080 5.2939  0.1571
H23 -13.6241 10.7240 3.7882  0.4649
H24 -17.5875 11.1951 4.2777  0.1588
C10 -17.3276 6.7691 3.7281  -0.5546
C11 -17.2601 5.6029 4.7151  0.7197
C12 -16.4984 4.4387 4.0137  -1.0005
O4 -16.6024 5.9146 5.9250  2.1487
H25 -16.4379 7.3910 3.6298  -0.1241
H26 -17.9997 7.5763 4.0193  -0.5834
H27 -17.5942 6.4925 2.7080  0.0766
H28 -18.2808 5.2502 4.8632  0.1817
H29 -17.0865 3.9562 3.2330  0.3167
H30 -16.1160 3.6644 4.6789  0.3034
H31 -15.6869 4.9106 3.4597  -0.0124
H32 -16.9280 6.7582 6.2475  -0.2610
C13 -18.0039 10.3634 7.6953  -0.4206
C14 -17.0804 9.1341 7.7187  0.4390
C15 -17.1044 8.3902 9.0760  -1.7787
O5 -17.4619 8.3455 6.6583  0.8530
H33 -17.8918 11.0419 8.5409  0.4834
H34 -19.0684 10.1461 7.6084  -0.2835
H35 -17.6613 11.0482 6.9196  0.0011
H36 -16.0406 9.3185 7.4484  0.3926
H37 -16.4268 7.5396 9.0010  0.2168
H38 -18.1112 8.1508 9.4182  0.2861
H39 -16.7893 9.1253 9.8165  0.5253
H40 -17.1724 8.8117 5.8707  -0.7374
C16 -11.7873 5.8014 7.0319  -1.5269
C17 -13.2861 5.9130 6.9929  1.2744
C18 -13.7139 7.3455 6.8804  -1.1106
O6 -13.8384 5.2846 5.8589  -0.3933
H41 -11.5016 5.0554 6.2903  0.2345
H42 -11.5932 5.6077 8.0869  0.5256
H43 -11.3762 6.7542 6.6983  0.3209
H44 -13.6780 5.4383 7.8924  -0.1188
H45 -13.0019 7.9690 6.3396  0.2704
H46 -13.8903 7.8299 7.8408  0.4888
H47 -14.5962 7.4311 6.2461  -0.0660
H48 -14.7259 5.6484 5.8179  -0.2811
C19 -17.4694 -1.2487 4.5184  -1.4598
C20 -17.1576 0.2730 4.6852  0.2882
C21 -16.8438 1.0976 3.4656  -0.0908
O7 -18.2731 0.7723 5.2737  -0.5489
H49 -17.7145 -1.7333 5.4635  0.3887
H50 -16.5590 -1.7956 4.2732  0.3980
H51 -18.2852 -1.3005 3.7974  0.3017
H52 -16.2633 0.3777 5.2996  0.3514
H53 -15.9846 1.7519 3.6127  -0.3460
H54 -17.6592 1.5465 2.8983  0.2077
H55 -16.3500 0.3339 2.8647  0.2513
H56 -17.8637 1.0579 6.0937  0.2565
C22 -22.3827 7.7440 5.2035  -1.8093
C23 -21.4233 8.8297 5.7585  1.8945
C24 -22.2327 10.1720 5.4197  -1.3308
C25 -23.2395 10.6360 6.4847  -0.7666
C26 -22.6518 10.4701 7.8593  -1.4924
C27 -22.0740 9.0769 8.1973  1.6268
N1 -21.1039 8.7398 7.2050  1.2137
O8 -20.3682 7.6336 7.5344  -0.5893
C28 -21.2591 9.3558 9.4424  -1.8439
C29 -23.1484 8.0060 8.3307  -1.9252
C30 -20.1933 8.6830 4.8791  -2.2470
H57 -22.6001 7.7955 4.1367  0.3853
H58 -23.3709 7.8386 5.6535  0.3549
H59 -22.0689 6.7075 5.3269  0.2829
H60 -21.4907 10.8916 5.0740  0.5033
H61 -22.7620 10.1630 4.4669  0.4159
H62 -24.1285 10.0089 6.4179  0.4082
H63 -23.5398 11.6815 6.4138  0.4042
H64 -23.5448 10.4745 8.4843  0.4237
H65 -21.9613 11.2656 8.1395  0.4589
H66 -21.6111 10.1424 10.1097  0.4752
H67 -21.4671 8.4775 10.0534  0.3991
H68 -20.1909 9.5693 9.4032  0.2510
H69 -23.4150 8.0855 9.3846  0.5953
H70 -24.0794 8.0035 7.7639  0.3387
H71 -22.7577 6.9886 8.3490  0.2857
H72 -20.5509 8.6021 3.8526  0.4972
H73 -19.5838 7.8277 5.1707  0.2688
H74 -19.6019 9.5889 5.0120  0.1500
H75 -19.4986 7.9523 7.7870  -0.0008
C31 -16.1324 0.4966 -1.0956  -1.9549
C32 -14.8770 1.3378 -1.1264  1.6399
C33 -15.2277 2.7737 -1.4976  -0.9490
C34 -14.0288 3.6901 -1.4183  -1.0448
C35 -13.4092 3.6113 -0.0283  -0.4557
C36 -13.1362 2.1529 0.5884  1.4400
N2 -14.2155 1.2059 0.2441  0.8959
O9 -13.9344 -0.1043 0.6393  -0.4722
C37 -11.6487 1.6380 0.1881  -1.7246
C38 -13.1728 2.2947 2.1604  -1.6731
C39 -13.9158 0.7286 -2.2320  -1.7420
H76 -15.8025 -0.5127 -0.8494  0.4718
H77 -16.7998 0.8542 -0.3115  0.1419
H78 -16.7192 0.4854 -2.0141  0.4215
H79 -15.6409 2.7760 -2.5062  0.5696
H80 -15.9342 3.1574 -0.7617  -0.0332
H81 -13.3178 3.5306 -2.2290  0.4136
H82 -14.4052 4.6918 -1.6256  0.4358
H83 -13.9550 4.2018 0.7075  -0.1939
H84 -12.4161 4.0360 -0.1752  0.3937
H85 -11.2741 0.8034 0.7807  0.3835
H86 -10.8779 2.4074 0.2332  0.4237
H87 -11.4787 1.2988 -0.8338  0.3689
H88 -13.0507 1.3416 2.6748  0.4128
H89 -14.1514 2.6852 2.4395  0.0330
H90 -12.5243 3.0932 2.5211  0.4408
H91 -14.2528 0.5923 -3.2596  0.4037
H92 -12.9696 1.2485 -2.3822  0.2824
H93 -13.6304 -0.2791 -1.9302  0.4035
H94 -13.3186 -0.4427 -0.0147  0.2871
C40 -21.9278 6.9215 0.3135  -1.7707
C41 -20.7374 6.2376 -0.4299  2.0699
C42 -19.8715 5.6890 0.6339  -1.4918
C43 -18.9622 4.5923 0.1140  0.6147
C44 -19.7635 3.4395 -0.5682  -1.6812
C45 -20.5763 4.0231 -1.7583  1.6910
N3 -21.3716 5.1139 -1.2449  0.1040
O10 -22.2170 5.6630 -2.1816  -0.4856
C46 -19.5782 4.5025 -2.8766  -1.6083
C47 -21.4745 2.8557 -2.2857  -1.8342
C48 -19.9829 7.2891 -1.3001  -1.9218
H95 -21.6764 7.3310 1.2920  0.2951
H96 -22.7116 6.1856 0.4929  0.4377
H97 -22.2471 7.7276 -0.3470  0.3956
H98 -19.2571 6.5199 0.9806  0.3872
H99 -20.3553 5.4487 1.5806  0.4297
H100 -18.4186 4.1492 0.9484  -0.6607
H101 -18.1557 4.9768 -0.5105  0.3656
H102 -20.4967 3.0821 0.1548  0.3390
H103 -19.1639 2.5753 -0.8539  0.3757
H104 -19.3473 3.7216 -3.6011  0.4208
H105 -19.9581 5.3762 -3.4061  0.2404
H106 -18.5954 4.7812 -2.4966  0.2313
H107 -20.9567 1.9788 -2.6742  0.3727
H108 -22.3169 2.5459 -1.6672  0.3908
H109 -21.9731 3.2826 -3.1559  0.5840
H110 -20.6472 7.4832 -2.1422  0.4806
H111 -19.0035 7.0109 -1.6892  0.3060
H112 -19.9892 8.1785 -0.6699  0.5080
H113 -22.7362 4.9160 -2.4882  0.4529

This record from the OMol25 dataset describes 2 unconnected molecules or ions with the total composition C7H10FIO in a non-equilibrium geometry. The level of theory is ωB97M-V/def2-TZVPD.

Computed properties:
Kohn-Sham gap	8.468	eV
net charge	0
2S+1	1

Last column: natural (NBO) charge in e.
Cartesian coordinates (Å):
C1 -0.5565 -0.8292 0.1662  0.0167
C2 -0.3002 0.3129 0.4493  -0.0969
C3 -2.0347 -2.5848 -0.5687  -0.6282
C4 2.3377 1.6522 -0.7568  -0.7229
C5 -0.7249 -2.2628 0.1842  0.0257
C6 -0.4449 1.6743 0.6524  -0.4944
C7 1.6400 2.5750 0.1430  0.3033
O1 -0.6661 -2.7776 1.4560  -0.6855
F1 1.4109 3.7484 -0.4548  -0.3465
I1 -1.6913 2.7211 -0.5872  0.1857
H1 -2.0605 -2.3099 -1.5944  0.2223
H2 -2.9479 -2.0902 -0.2240  0.2140
H3 -2.2052 -3.7025 -0.4196  0.2164
H4 2.1789 1.7847 -1.8756  0.2442
H5 2.0998 0.5025 -0.5176  0.2478
H6 3.4532 1.8290 -0.5409  0.2284
H7 0.0381 -2.7471 -0.2615  0.2014
H8 -0.4810 2.0600 1.6525  0.2374
H9 2.2068 2.8160 1.0459  0.1610
H10 -1.2521 -2.3720 2.0514  0.4701

This record from the OMol25 dataset describes 2 unconnected molecules or ions with the total composition C2H9O2 in a non-equilibrium geometry. The level of theory is ωB97M-V/def2-TZVPD.

Computed properties:
Kohn-Sham gap	13.265	eV
net charge	+1
2S+1	1

Last column: natural (NBO) charge in e.
Cartesian coordinates (Å):
O1 -1.0217 0.3599 -2.4347  -0.9443
H1 1.1886 1.0200 -0.2199  0.5539
H2 -1.9559 0.1100 -2.3772  0.5227
H3 -0.9933 1.1161 -3.0387  0.5133
C1 -0.1421 -0.3660 0.5871  -0.0852
O2 0.2848 0.6765 -0.3158  -0.6341
C2 0.8250 -0.4792 1.7665  -0.6465
H4 -0.2226 -1.3436 0.1556  0.2184
H5 -1.1248 -0.1173 0.9697  0.2192
H6 -0.0424 0.6570 -1.2943  0.5626
H7 0.5370 0.1483 2.6065  0.2424
H8 1.8525 -0.2889 1.4697  0.2212
H9 0.8149 -1.4928 2.1257  0.2564

This record from the OMol25 dataset describes a molecular structure, C40H47Cl3P3PtSi in a non-equilibrium geometry. The level of theory is ωB97M-V/def2-TZVPD.

Computed properties:
Kohn-Sham gap (alpha / beta)	7.740 / 5.106	eV
net charge	+1
2S+1	3
expectation value of S²	2.0088

Last column: Löwdin spin population.
Cartesian coordinates (Å):
Pt1 -0.2912 0.4979 -0.3903  0.8146
C1 -0.1718 -2.9226 2.2310  0.0088
C2 -1.3914 -2.0192 2.2891  0.0236
P1 -1.7262 -1.1088 0.6931  0.1618
C3 -1.8108 -2.5153 -0.4596  0.0077
C4 -0.9655 -2.5160 -1.5691  0.0020
C5 -0.9517 -3.5914 -2.4442  0.0000
C6 -1.8010 -4.6653 -2.2286  -0.0001
C7 -2.6419 -4.6758 -1.1238  0.0002
C8 -2.6395 -3.6157 -0.2325  0.0016
C9 -3.4566 -0.6843 1.1194  0.0330
C10 -3.6645 0.0584 2.2824  0.0100
C11 -4.9452 0.2625 2.7655  -0.0005
C12 -6.0347 -0.2659 2.0855  0.0106
C13 -5.8364 -0.9661 0.9050  0.0005
C14 -4.5551 -1.1633 0.4120  0.0117
P2 1.3145 -1.9251 1.7965  0.1294
C15 2.5872 -3.2199 1.8799  0.0217
C16 2.5602 -4.1488 0.8387  0.0084
C17 3.5389 -5.1241 0.7480  -0.0008
C18 4.5576 -5.1712 1.6885  0.0083
C19 4.5967 -4.2393 2.7156  0.0004
C20 3.6245 -3.2560 2.8068  0.0088
C21 1.4200 -0.9366 3.3356  0.0111
C22 1.5730 -1.5159 4.5954  0.0030
C23 1.6267 -0.7179 5.7286  0.0007
C24 1.5360 0.6620 5.6241  0.0003
C25 1.3465 1.2477 4.3821  0.0001
C26 1.2838 0.4482 3.2526  0.0026
H1 -0.3212 -3.6988 1.4785  0.0006
H2 0.0057 -3.4034 3.1945  0.0050
H3 -1.2859 -1.3054 3.1084  0.0006
H4 -2.2988 -2.6003 2.4620  0.0054
H5 -0.3052 -1.6729 -1.7334  0.0030
H6 -0.2747 -3.5878 -3.2884  0.0000
H7 -1.8021 -5.4985 -2.9186  0.0000
H8 -3.2988 -5.5179 -0.9512  0.0001
H9 -3.2821 -3.6463 0.6387  0.0001
H10 -2.8178 0.4691 2.8220  0.0005
H11 -5.0978 0.8279 3.6752  -0.0002
H12 -7.0348 -0.1229 2.4718  0.0006
H13 -6.6835 -1.3687 0.3657  -0.0001
H14 -4.4179 -1.7059 -0.5135  0.0006
H15 1.7814 -4.0839 0.0849  0.0005
H16 3.5135 -5.8423 -0.0608  -0.0002
H17 5.3352 -5.9186 1.6076  0.0005
H18 5.3939 -4.2725 3.4465  -0.0001
H19 3.6885 -2.5081 3.5850  0.0006
H20 1.6501 -2.5913 4.6986  0.0001
H21 1.7427 -1.1781 6.7011  0.0002
H22 1.6089 1.2777 6.5107  0.0000
H23 1.2528 2.3225 4.2889  0.0000
H24 1.1378 0.8987 2.2768  0.0044
Cl1 2.5700 2.5245 -1.7588  0.0840
Si1 1.9823 0.6207 -1.1761  0.2344
Cl2 2.3451 -0.6489 -2.7578  0.0445
Cl3 3.5104 0.2448 0.1831  0.0583
C27 -3.9984 3.5592 -1.8183  0.0071
C28 -3.2247 2.3703 -1.2562  0.0237
C29 -3.1042 2.5430 0.2651  0.0129
C30 -3.9339 1.0521 -1.5769  0.0050
P3 -1.4399 2.2056 -1.8503  0.1414
C31 -0.7588 3.8463 -1.4323  0.0206
C32 -1.0533 5.0017 -2.1564  0.0048
C33 -0.5459 6.2274 -1.7564  0.0011
C34 0.2605 6.3197 -0.6314  0.0008
C35 0.5490 5.1802 0.1033  0.0003
C36 0.0429 3.9547 -0.2970  0.0091
C37 -1.3154 1.9442 -3.7204  0.0155
C38 -0.0008 2.5594 -4.1997  0.0008
C39 -2.4713 2.5183 -4.5377  0.0052
C40 -1.2602 0.4227 -3.9185  0.0016
H25 -4.9640 3.6166 -1.3100  0.0023
H26 -4.1927 3.4555 -2.8836  0.0002
H27 -3.4780 4.4979 -1.6392  0.0003
H28 -4.0821 2.4088 0.7321  0.0003
H29 -2.7369 3.5375 0.5200  0.0003
H30 -2.4195 1.8080 0.6974  0.0097
H31 -4.8729 0.9888 -1.0238  0.0000
H32 -3.3100 0.2040 -1.2877  0.0041
H33 -4.1576 0.9641 -2.6408  0.0001
H34 -1.6820 4.9507 -3.0348  0.0003
H35 -0.7877 7.1174 -2.3222  0.0002
H36 0.6666 7.2771 -0.3343  0.0001
H37 1.1689 5.2504 0.9876  0.0000
H38 0.2788 3.0642 0.2739  0.0069
H39 -0.0372 3.6475 -4.1965  0.0001
H40 0.1993 2.2299 -5.2215  0.0001
H41 0.8341 2.2521 -3.5784  0.0003
H42 -2.5613 3.5978 -4.4237  0.0001
H43 -3.4244 2.0515 -4.2915  0.0002
H44 -2.2701 2.3212 -5.5928  0.0013
H45 -0.3584 0.0051 -3.4706  0.0001
H46 -1.2407 0.1952 -4.9864  -0.0001
H47 -2.1323 -0.0706 -3.4839  0.0002

Number 1 is which compound?
C4H9S